C8H18N | ωB97M-V with the def2-TZVPD basis set

Each line ends with the Mulliken charge.
Cartesian coordinates (Å):
H: 1.1341 2.2066 0.7985  0.145
H: -1.7141 -0.7468 2.2216  0.330
C: 2.1404 -0.7997 -0.4326  -0.519
H: 0.5017 -2.3861 -0.5599  0.290
H: 2.6808 2.8170 -0.2280  0.323
C: -2.8588 0.1160 0.4584  -0.511
C: 0.8100 -1.5505 0.2295  -0.772
H: 2.0035 -0.6105 -1.5955  0.248
H: -0.2223 0.1876 -1.8303  0.332
H: -2.8814 0.8896 -1.6014  0.367
C: -0.4615 -0.5291 0.3920  0.421
H: 2.4798 0.3009 1.5535  0.264
H: -2.1766 -2.1597 1.0325  0.328
H: -3.9606 -0.1813 0.1840  0.338
H: 1.1571 -2.0752 1.2198  0.322
H: -0.2331 0.4624 0.9699  0.056
C: 2.6360 0.5216 0.4053  -0.464
H: 3.7942 0.6584 0.1695  0.320
H: -2.7445 1.0310 1.2005  0.293
C: -1.8516 -1.0368 1.0959  -0.685
N: -2.2118 0.6964 -0.8152  -0.141
C: 1.9117 1.9289 -0.0606  -0.577
C: -1.0375 -0.2579 -1.1187  -0.819
H: -1.6982 1.5872 -0.6176  0.406
H: 1.2667 1.7012 -1.0125  0.068
H: -1.4896 -1.1762 -1.7120  0.321
H: 3.0259 -1.5950 -0.3467  0.316

Force components x, y, z for each atom (eV/Å):
1.725 -0.171 -1.863
-0.635 -0.844 -2.031
0.527 -0.742 0.526
0.498 1.616 1.895
-1.841 -2.024 0.315
-0.348 0.550 1.738
0.440 0.093 -0.871
0.195 -0.148 2.474
-1.823 -0.360 1.373
0.806 -0.489 0.905
-0.921 -1.466 -1.092
0.450 0.571 -2.318
0.684 2.323 -0.368
2.276 0.618 0.878
-0.975 1.184 -1.822
0.001 -1.698 -1.493
0.655 0.036 -0.804
-2.491 -0.444 0.769
-1.068 -2.057 -1.388
0.614 1.359 0.597
1.477 -0.013 -0.580
-0.738 -0.585 0.885
1.082 -0.593 -0.761
-1.026 -0.665 -0.020
1.429 0.728 1.545
1.016 1.570 1.765
-2.007 1.653 -0.253

net charge = +1
energy relative to the best compared isomer or geometry (same formula, charge and spin) = 89.7 kcal/mol
SMILES = CCCC[C@@H]1CC[NH2+]C1
2S+1 = 1
gap between HOMO and LUMO = 0.3937 Eh

---

C22H42NO9P | ωB97M-V with the def2-TZVPD basis set

Each line ends with the Mulliken charge.
Cartesian coordinates (Å):
H: -8.9888 -5.3407 0.1184  0.363
O: -4.6864 1.9534 1.0158  -0.572
H: 4.4419 -3.6427 1.2799  0.280
O: -4.8581 -2.2503 -0.7240  -0.138
H: 4.0228 0.3217 3.7451  0.181
H: 0.7979 5.2490 -4.5715  0.335
H: 6.1776 3.1416 5.0429  0.359
H: 2.1648 7.1288 -5.2571  0.350
H: 2.3188 -4.9393 1.2544  0.341
O: -3.9838 -2.7306 0.1998  -0.362
C: -3.4773 1.8917 0.7000  0.334
H: 3.4128 -2.5225 3.9429  0.327
H: 2.1515 -2.0922 1.9206  0.283
H: 7.2198 2.0839 6.0176  0.317
C: 5.5815 1.0554 5.0515  0.403
H: -7.8146 -2.2263 -1.1740  0.313
H: 6.8084 -0.3121 4.3859  0.358
H: 4.8378 -1.9698 3.0777  0.189
O: 2.8732 -2.3399 1.3265  -0.412
H: -8.1348 -4.1432 -3.3629  0.307
H: 4.2541 2.0812 3.6753  0.428
O: -0.1044 3.3896 1.0394  -0.508
C: -0.6298 -0.6526 -1.8369  -0.342
C: -0.2523 0.6080 -0.9824  0.304
N: -2.5262 2.9331 1.1764  -0.229
C: 6.6355 2.1506 5.0959  -1.263
C: -1.2641 1.4209 -0.1470  0.004
H: 2.4652 -0.8690 -2.2973  0.309
H: 3.1855 3.5535 -4.5954  0.269
C: -2.7070 0.8527 -0.2200  -0.082
H: 3.2931 -5.3939 2.6682  0.390
C: 3.2611 4.5983 -4.9092  -1.166
H: 1.3903 2.9253 -2.3293  0.309
H: 2.7563 4.6756 -5.8778  0.330
H: 1.8410 -1.3163 -0.5998  0.270
C: 4.7681 1.1212 3.7685  -1.152
H: 3.7276 7.2895 -4.4273  0.373
H: 3.5392 -0.5574 -0.7392  0.325
P: 1.5957 1.1123 -1.0081  0.267
O: 1.8964 2.0785 -2.4178  -0.446
C: 2.4950 -0.5764 -1.1877  -0.938
H: -5.1249 -0.3325 0.0852  0.259
H: 7.3412 2.0471 4.2652  0.329
H: -7.7807 -4.0673 0.3960  0.194
H: 3.0986 5.3846 -2.9143  0.288
O: 1.2409 5.1403 -3.7195  -0.541
H: -5.2744 -0.4108 -1.8010  0.311
H: -6.9685 -4.3132 -2.0603  0.193
H: 4.9161 1.1507 5.9139  0.277
H: -9.9955 -3.9570 -1.7220  0.302
H: 0.1442 -1.2137 -2.4646  0.273
C: -4.7145 -0.8157 -0.8833  -0.266
C: -1.1132 2.7132 0.7643  0.259
H: 4.3166 4.8473 -5.0451  0.363
C: 3.6296 -3.3708 1.9597  0.375
H: 4.8088 -3.6070 3.7651  0.402
C: 2.7371 -4.5788 2.1981  -1.378
H: 5.4090 0.9819 2.8917  0.314
C: -8.9648 -3.7886 -1.3980  0.355
C: -3.1788 -0.3929 -0.9924  0.435
C: -8.7948 -4.2681 0.0351  -1.087
H: -2.3950 -2.0771 -2.4175  0.326
C: 4.2085 -2.8441 3.2631  -1.176
C: 2.6089 5.5118 -3.8836  0.454
C: -8.0097 -4.5058 -2.3390  -1.069
H: -2.6835 3.0858 2.1814  0.279
O: 6.2172 -0.2181 5.1447  -0.556
H: 1.8900 -4.3175 2.8407  0.350
C: -2.0960 -1.1496 -1.8293  -0.654
H: -4.4694 -3.2500 0.8912  0.294
H: -9.4789 -3.7361 0.7015  0.312
C: 2.6893 6.9694 -4.3093  -1.373
O: -8.7249 -2.3850 -1.4593  -0.540
H: -8.1801 -5.5855 -2.3272  0.363
H: 2.2067 7.6128 -3.5688  0.328

Force components x, y, z for each atom (eV/Å):
0.043 0.057 0.030
4.004 -0.458 -0.991
-0.146 0.173 -0.095
-2.167 1.008 -2.600
0.023 0.108 0.051
0.105 -0.036 0.148
0.064 -0.046 -0.024
0.107 -0.108 -0.027
0.102 0.010 0.054
1.934 -0.841 2.292
-1.722 0.029 0.157
-0.012 -0.132 -0.025
0.162 -0.056 -0.049
-0.113 0.016 -0.039
0.359 0.132 -0.635
-0.137 -0.099 -0.043
-0.114 0.068 0.132
-0.014 -0.125 0.017
0.073 0.044 -0.222
-0.070 -0.055 0.091
0.031 -0.069 -0.058
-3.945 -2.417 -0.790
-3.842 1.709 2.226
-1.635 -0.975 -1.080
0.844 -1.828 -0.142
0.076 0.143 0.277
-0.498 -4.287 -3.213
0.432 0.125 1.570
0.043 0.108 0.056
2.028 0.452 -0.139
-0.071 0.041 -0.005
0.141 -0.304 0.090
0.613 -0.838 -0.045
0.043 0.153 0.033
1.139 1.118 -0.841
-0.303 -0.044 0.025
-0.077 -0.001 -0.026
-1.482 0.156 -0.756
0.362 0.845 1.135
-1.096 -1.066 0.859
-1.198 -0.017 -1.118
0.613 -0.440 -1.714
-0.142 0.011 -0.063
0.022 -0.072 -0.140
-0.235 -0.063 0.002
-0.139 -0.168 0.364
0.625 -1.258 1.352
-0.069 -0.040 0.128
0.123 -0.210 -0.003
0.062 0.227 0.008
-1.232 1.073 1.172
1.293 1.142 1.587
0.290 -0.190 -0.258
-0.069 -0.016 -0.032
-0.427 -0.006 0.633
-0.048 0.077 0.021
-0.019 -0.233 -0.225
0.049 0.116 0.069
0.691 -0.052 0.208
3.281 1.527 0.086
-0.254 -0.043 0.204
0.411 1.433 0.954
0.288 0.101 -0.056
-0.023 0.145 -0.700
-0.048 -0.096 -0.283
0.140 0.542 -0.713
-0.070 -0.221 0.247
0.129 0.038 0.079
0.929 2.750 1.851
-0.194 0.897 -1.076
0.001 -0.072 -0.097
0.002 0.232 0.223
-0.210 0.198 -0.082
0.047 0.052 -0.013
0.094 -0.075 -0.012

net charge = 0
SMILES = CP(O)c1ccc(COO)c2c1C(=O)NC2=O.CC(C)O.CC(C)O.CC(C)O.CC(C)O
2S+1 = 1
gap between HOMO and LUMO = 0.2548 Eh

---

C31H44N3S5Ti | ωB97M-V with the def2-TZVPD basis set

Each line ends with the Mulliken spin population.
Cartesian coordinates (Å):
N: -0.1276 -0.1088 1.3500  -0.013
H: -1.9468 1.1666 -1.9788  -0.036
H: 1.6443 -1.7165 5.8726  0.000
C: 1.4172 -1.7573 3.0757  -0.002
C: -4.3245 3.2523 -0.0428  0.002
S: -2.3988 3.4033 -2.8307  0.001
C: 1.2833 -0.5847 -0.5041  0.039
H: -4.8595 4.0286 0.5052  0.000
S: -2.1730 -1.7678 -1.0573  -0.038
S: -4.4378 0.6674 -1.1267  0.002
S: -3.0671 2.5486 1.0943  -0.003
H: 4.6171 -2.7614 -1.8384  0.000
H: -3.2795 0.5505 2.7918  -0.005
C: -4.7729 -2.3634 1.9629  0.006
H: 0.0698 -0.9813 4.5788  0.000
C: -1.1540 4.3141 0.1094  0.002
H: 4.2506 1.0819 -3.7823  0.000
H: 0.9275 -4.3770 3.3278  0.000
C: 2.1532 -2.7110 3.9871  0.001
H: 1.8071 -0.2521 -4.2342  0.000
C: -4.4465 -1.2353 2.7198  0.000
C: 2.5507 -0.8483 -1.0228  -0.003
H: -4.6351 1.7483 -3.2773  0.000
C: -3.4991 -0.3567 2.2431  0.013
C: 5.0830 -1.8049 -2.0645  0.000
H: -2.5781 4.8424 1.6340  0.000
C: 3.4403 -3.2643 3.3670  0.000
H: 3.2410 -3.8752 2.4903  0.000
C: 1.7203 -0.3347 -3.1649  -0.008
H: 0.9209 2.4292 -2.4304  -0.001
H: -3.8007 3.6861 -0.8907  -0.001
H: 3.1160 -1.1132 5.0992  0.000
H: -2.0212 1.2504 -3.8136  0.000
S: -0.2491 2.8069 -0.4363  -0.004
C: 1.7203 -1.6073 1.7296  -0.004
C: -1.9725 3.9844 1.3396  -0.003
C: 4.1912 -0.9462 -2.9698  0.000
H: -1.3254 3.6938 2.1704  0.001
H: 6.0254 -2.0080 -2.5668  0.000
C: 0.9626 -0.7800 0.9045  -0.004
C: 4.8368 0.4433 -3.1244  0.001
H: -0.4080 5.0724 0.3465  0.000
H: 3.6598 -0.9547 -5.0900  0.000
N: -2.8422 -0.5626 1.0902  0.003
C: 1.1926 -3.8808 4.2589  0.001
C: -3.1270 -1.6754 0.3802  0.027
C: 0.3843 3.3143 -2.0807  0.000
H: -0.3755 3.3773 -4.1029  0.000
H: 1.6789 -4.6051 4.9040  0.000
H: -0.3239 0.2212 -3.2202  -0.004
H: -5.5393 -3.0434 2.3039  0.000
C: -2.4903 1.5672 -2.8804  0.019
C: -0.3659 -0.1785 2.6725  0.006
H: -4.3200 -3.4454 0.1561  0.001
H: 1.1196 4.0981 -1.8866  0.000
C: 0.3527 -0.9681 3.5393  -0.002
H: -4.9248 -1.0336 3.6626  0.000
C: 4.0892 -1.6183 -4.3447  0.000
H: -3.9875 0.0989 -3.3461  0.000
Ti: -1.4669 0.3397 -0.0877  1.018
H: 2.5306 -2.1657 1.2984  0.001
H: 5.8278 0.3282 -3.5541  0.000
C: -3.9218 1.0593 -2.8302  0.001
H: 3.9395 -3.9037 4.0911  0.000
H: 3.3409 -1.1503 -0.3578  0.000
H: -1.1514 0.4615 3.0565  -0.003
H: 0.2827 -3.5414 4.7455  0.000
C: -0.6336 3.7799 -3.1242  0.001
H: -5.9236 2.5452 -1.3037  0.000
C: 2.5210 -2.0026 5.2997  0.000
H: -1.7829 4.6627 -0.7113  0.000
C: -4.1042 -2.5915 0.7773  -0.008
H: 5.0843 -1.8855 -4.6877  0.000
C: 0.5050 -0.0498 -2.5808  0.018
N: 0.2648 -0.1201 -1.2628  -0.021
H: -0.6291 4.8698 -3.1905  0.000
H: 4.1308 -2.4641 3.1092  0.000
H: 3.4951 -2.5281 -4.2919  0.000
H: 3.1122 -2.6694 5.9216  0.000
H: 4.9374 0.9282 -2.1553  0.000
H: 5.3284 -1.2903 -1.1393  0.000
C: -5.2795 2.1722 -0.5085  0.000
H: -5.9070 1.8089 0.3081  -0.001
C: 2.8173 -0.7197 -2.3801  -0.001

Force components x, y, z for each atom (eV/Å):
1.563 -0.580 0.914
-0.256 0.324 -1.404
-0.097 0.062 0.089
-0.212 0.319 -0.122
0.234 -0.057 0.109
0.106 -0.485 -0.412
0.360 0.148 -0.847
0.025 -0.004 0.038
0.389 0.167 -0.208
-0.252 0.290 -0.260
0.129 0.299 -0.022
-0.041 -0.124 0.067
0.020 -0.115 -0.051
0.225 0.173 -0.046
-0.027 0.056 0.110
0.263 -0.264 -0.191
-0.047 0.077 -0.058
-0.069 -0.096 -0.072
0.150 -0.155 0.195
-0.009 0.016 -0.166
0.093 0.065 -0.142
-0.357 0.012 0.199
-0.014 0.008 -0.124
-0.214 -0.197 0.318
-0.173 0.122 -0.077
0.069 -0.051 0.083
-0.199 0.123 0.019
0.003 -0.047 -0.164
0.224 -0.077 0.270
0.010 0.154 0.081
-0.071 0.059 0.137
0.056 0.083 0.045
0.147 -0.096 0.149
-0.015 0.455 -0.168
-0.222 0.205 -0.309
-0.145 -0.357 -0.091
0.245 0.017 -0.112
-0.071 0.142 0.025
0.036 0.018 -0.074
0.086 -0.142 0.828
-0.059 -0.153 0.038
0.019 0.007 0.005
-0.080 0.033 -0.113
-1.448 -1.317 0.983
0.079 0.126 -0.056
-0.376 -0.194 0.385
0.014 -0.258 0.438
0.117 0.118 -0.020
0.055 -0.109 0.121
-0.018 0.071 0.139
-0.033 -0.072 0.012
0.408 0.667 0.168
0.031 0.072 0.327
0.020 -0.075 -0.076
-0.015 -0.120 -0.070
0.040 0.017 -0.095
-0.127 0.041 0.092
-0.061 0.053 0.157
-0.014 0.146 -0.021
-1.032 1.614 -1.178
0.147 -0.055 -0.081
0.127 0.026 -0.058
-0.130 -0.082 0.557
-0.005 -0.030 0.058
0.023 -0.068 0.134
-0.054 -0.190 -0.096
-0.143 0.012 0.082
-0.630 -0.213 0.108
-0.080 0.061 0.083
-0.063 0.000 -0.151
0.124 -0.071 0.150
0.146 0.239 0.129
0.098 -0.008 -0.048
-0.123 -0.052 -0.213
1.152 -0.360 -0.196
-0.031 -0.101 -0.099
0.108 0.075 -0.088
-0.052 -0.108 -0.050
0.027 -0.078 0.038
0.026 0.105 0.065
0.014 0.013 0.181
0.336 -0.441 -0.147
0.002 0.051 -0.072
-0.483 0.060 -0.077

net charge = +2
energy relative to the best compared isomer or geometry (same formula, charge and spin) = 0.0 kcal/mol
2S+1 = 2
gap between HOMO and LUMO (spin up / spin down) = 0.2577 / 0.2668 Eh